Entry 1:
{
  "formula": "C4H5NO2",
  "method": "ωB97M-V/def2-TZVPD",
  "species": ["O", "C", "C", "C", "N", "C", "O", "H", "H", "H", "H", "H"],
  "xyz": [[-1.12841, -1.76476, -2.08950], [-0.29694, -1.41797, -1.28798], [-0.51020, -0.29889, -0.31721], [0.09160, -0.42490, 1.05066], [0.67744, 0.43892, 0.06006], [0.64240, 1.82426, 0.27113], [1.36913, 2.37771, 1.05236], [0.68493, -1.93057, -1.19459], [-1.45124, 0.24013, -0.43082], [0.68694, -1.29098, 1.32379], [-0.46436, 0.04370, 1.86123], [-0.10757, 2.36047, -0.33982]],
  "forces_ev_per_a": [[0.39, 0.14, 0.37], [-0.27, -0.04, -0.22], [-0.24, 0.01, -0.08], [0.03, -0.17, 0.27], [0.13, 0.14, -0.02], [0.16, 0.21, 0.23], [-0.40, -0.20, -0.28], [-0.10, 0.10, -0.06], [0.13, -0.11, 0.09], [-0.18, 0.00, -0.05], [0.15, -0.08, -0.11], [0.19, 0.00, -0.13]],
  "lumo_energy_ev": 0.614,
  "fmax_ha_per_bohr": 0.0108,
  "homo_energy_ev": -10.2415,
  "multiplicity": 1,
  "energy_ev": -9812.3197,
  "smiles": "O=C[C@H]1CN1C=O"
}

Entry 2:
{
  "formula": "C4H5NO2",
  "method": "ωB97M-V/def2-TZVPD",
  "species": ["C", "C", "C", "C", "O", "N", "O", "H", "H", "H", "H", "H"],
  "xyz": [[0.14271, -0.45917, -1.02650], [-0.53833, -0.32636, 0.21627], [0.70402, 1.05704, 0.55033], [-1.06756, -1.28451, 0.96867], [-0.43348, -0.93503, -2.11975], [0.47666, 2.26221, 0.31929], [1.17963, 0.26108, -1.08622], [0.06945, -0.65581, -2.90248], [0.69615, 2.88949, 1.08599], [1.27725, 0.59942, 1.35643], [-1.37975, -1.08584, 1.98845], [-1.12675, -2.32251, 0.64952]],
  "forces_ev_per_a": [[0.56, 2.05, -1.70], [1.79, 0.37, 0.90], [-2.40, -0.29, 1.46], [0.18, 0.34, 0.08], [0.27, -0.50, 0.17], [-0.71, -0.23, 0.31], [-0.56, -1.89, -0.65], [0.10, -0.06, 0.18], [0.71, 0.00, -0.32], [0.34, 0.02, -0.24], [0.00, 0.04, -0.01], [-0.27, 0.14, -0.19]],
  "lumo_energy_ev": 0.028,
  "fmax_ha_per_bohr": 0.0549,
  "homo_energy_ev": -8.3418,
  "multiplicity": 1,
  "energy_ev": -9809.8555
}

Entry 3:
{
  "formula": "C4H5NO2",
  "method": "ωB97M-V/def2-TZVPD",
  "species": ["C", "C", "C", "O", "C", "O", "N", "H", "H", "H", "H", "H"],
  "xyz": [[-2.26122, 0.82421, 0.35448], [-0.43375, -0.21341, -0.63661], [0.39485, -1.23253, -0.66318], [1.69382, -1.18939, -0.15717], [2.16682, 0.04134, -0.00039], [3.38973, -0.12815, 0.47934], [-1.25224, 0.69420, -0.69016], [-2.02300, 1.68538, 0.98464], [-3.22040, 1.01376, -0.13178], [-2.33181, -0.07427, 0.97886], [0.13047, -2.18514, -1.09967], [3.74674, 0.76400, 0.58164]],
  "forces_ev_per_a": [[-0.18, 0.04, 0.16], [-0.37, 0.30, -0.03], [-0.34, -0.02, -0.16], [0.18, 0.48, 0.07], [0.21, -0.48, 0.08], [-0.17, 0.25, -0.06], [0.50, -0.64, -0.05], [-0.01, -0.08, -0.13], [0.09, -0.01, 0.12], [0.01, 0.15, -0.06], [0.05, 0.16, 0.01], [0.05, -0.15, 0.04]],
  "lumo_energy_ev": 0.885,
  "fmax_ha_per_bohr": 0.0157,
  "homo_energy_ev": -8.7081,
  "multiplicity": 1,
  "energy_ev": -9810.3018
}

Entry 4:
{
  "formula": "C4H5NO2",
  "method": "ωB97M-V/def2-TZVPD",
  "species": ["C", "O", "C", "N", "O", "C", "C", "H", "H", "H", "H", "H"],
  "xyz": [[-0.24255, -1.99400, -0.56793], [-1.00852, -0.78501, -0.82768], [-0.61299, 0.34776, -0.01141], [-1.63717, -0.18674, 0.55225], [-0.00931, 2.21335, 1.91827], [0.68110, 2.12450, 0.91669], [0.44390, 1.17732, -0.14879], [0.54825, -1.78152, 0.15333], [-0.93866, -2.73687, -0.18097], [0.16822, -2.29800, -1.53274], [1.55773, 2.78642, 0.77213], [1.05000, 1.13279, -1.04317]],
  "forces_ev_per_a": [[0.06, -0.12, 0.04], [0.02, -0.07, -0.23], [-0.16, -0.18, 0.18], [0.35, 0.31, -0.03], [0.17, -0.02, -0.21], [-0.12, 0.03, 0.09], [-0.11, 0.01, 0.05], [-0.11, -0.02, -0.11], [0.09, 0.08, -0.06], [-0.05, 0.06, 0.15], [-0.07, -0.03, 0.04], [-0.05, -0.04, 0.08]],
  "lumo_energy_ev": 0.335,
  "fmax_ha_per_bohr": 0.0091,
  "homo_energy_ev": -8.8183,
  "multiplicity": 1,
  "energy_ev": -9808.9257
}

Entry 5:
{
  "formula": "C4H5NO2",
  "method": "ωB97M-V/def2-TZVPD",
  "species": ["C", "C", "O", "C", "O", "H", "H", "H", "H", "C", "N", "H"],
  "xyz": [[0.62795, -0.75208, -0.87673], [0.48698, -0.18566, 0.49428], [0.85961, 0.91291, 0.85123], [-0.19407, -1.07422, 1.53970], [-0.57728, -2.18939, 1.29633], [1.40707, -1.51581, -0.80179], [0.92873, 0.00519, -1.59798], [-0.29132, -1.24796, -1.19736], [-0.31514, -0.58542, 2.52571], [-0.96684, 2.23011, -0.72753], [-1.34693, 1.52976, -1.56058], [-0.61876, 2.87258, 0.05470]],
  "forces_ev_per_a": [[0.20, -0.07, -0.05], [0.00, 0.41, -0.03], [-0.07, -0.48, -0.02], [-0.21, -0.38, -0.02], [0.19, 0.48, 0.15], [-0.03, -0.12, -0.13], [-0.03, -0.02, 0.16], [0.12, 0.06, 0.10], [0.03, -0.08, -0.03], [-0.45, -0.41, -0.73], [0.27, 0.69, 0.71], [-0.01, -0.08, -0.11]],
  "lumo_energy_ev": -0.596,
  "fmax_ha_per_bohr": 0.0199,
  "homo_energy_ev": -10.0144,
  "multiplicity": 1,
  "energy_ev": -9812.5404,
  "smiles": "CC(=O)C=O.C#N"
}

Entry 6:
{
  "formula": "C4H5NO2",
  "method": "ωB97M-V/def2-TZVPD",
  "species": ["O", "C", "N", "C", "C", "O", "C", "H", "H", "H", "H", "H"],
  "xyz": [[0.87582, 2.22252, 0.77353], [0.49514, 1.15399, 0.34703], [1.25794, 0.10145, -0.06276], [0.49620, -0.98502, -0.64518], [-0.94972, -0.57916, -0.63598], [-1.26789, -0.25163, 1.16797], [-0.94822, 0.70182, 0.11925], [2.25630, 0.09692, 0.07179], [0.65196, -1.94170, -0.13187], [0.72864, -1.14065, -1.70844], [-1.90823, -0.87109, 0.70971], [-1.68793, 1.49256, -0.00503]],
  "forces_ev_per_a": [[-0.16, -0.33, -0.09], [0.11, 0.05, 0.01], [0.07, 0.18, 0.10], [-0.08, -0.06, -0.08], [0.31, 0.11, -0.32], [-0.10, -0.12, 0.09], [-0.03, 0.07, -0.14], [-0.08, 0.02, 0.00], [-0.07, 0.13, -0.11], [0.07, 0.01, 0.08], [-0.18, 0.13, 0.49], [0.14, -0.18, -0.01]],
  "lumo_energy_ev": 0.299,
  "fmax_ha_per_bohr": 0.0105,
  "homo_energy_ev": -9.4008,
  "multiplicity": 1,
  "energy_ev": -9810.4221
}

Entry 7:
{
  "formula": "C4H5NO2",
  "method": "ωB97M-V/def2-TZVPD",
  "species": ["O", "C", "N", "C", "C", "O", "C", "H", "H", "H", "H", "H"],
  "xyz": [[-0.30776, -1.43967, 2.11353], [-0.10525, -0.79172, 1.11025], [-0.40700, -1.15585, -0.17578], [-0.15843, -0.14806, -1.18856], [0.25046, 1.05862, -0.36132], [-0.65915, 1.45888, 0.65177], [0.43909, 0.62147, 1.01745], [-0.67625, -2.10379, -0.38398], [-1.03789, 0.04668, -1.81299], [0.67810, -0.43347, -1.83972], [0.78357, 1.88308, -0.82369], [1.20051, 1.00382, 1.69303]],
  "forces_ev_per_a": [[0.33, 0.08, -0.33], [0.02, -0.15, 0.07], [0.10, -0.14, 0.16], [0.05, 0.09, -0.05], [0.15, -0.02, -0.27], [-0.21, 0.20, -0.08], [0.03, 0.02, 0.21], [-0.22, 0.15, 0.04], [0.06, -0.04, 0.15], [-0.11, 0.10, 0.04], [0.12, -0.21, 0.05], [-0.33, -0.06, 0.02]],
  "lumo_energy_ev": 0.840,
  "fmax_ha_per_bohr": 0.0092,
  "homo_energy_ev": -9.7182,
  "multiplicity": 1,
  "energy_ev": -9813.1193,
  "smiles": "O=C1NC[C@H]2O[C@@H]12"
}

Entry 8:
{
  "formula": "C4H5NO2",
  "method": "ωB97M-V/def2-TZVPD",
  "species": ["C", "O", "C", "N", "O", "C", "C", "H", "H", "H", "H", "H"],
  "xyz": [[-0.51060, -1.92485, -0.75650], [-0.29059, -0.62407, -1.28492], [0.06595, 0.30444, -0.38734], [-0.04890, 0.07073, 0.97190], [0.15180, 1.26691, 1.50244], [0.34468, 2.20116, 0.54027], [0.32733, 1.71121, -0.75977], [0.40206, -2.31184, -0.28929], [-1.31294, -1.90585, -0.01278], [-0.79268, -2.54349, -1.60776], [0.39889, 3.20905, 0.93250], [1.24166, 0.50757, -0.30555]],
  "forces_ev_per_a": [[-0.05, -0.32, 0.09], [0.09, 0.07, 0.05], [-0.41, -0.24, 0.19], [-0.22, -0.05, -0.25], [-0.16, 0.20, 0.00], [0.16, -0.05, 0.01], [0.23, -0.13, 0.37], [-0.13, 0.00, -0.06], [0.09, -0.07, -0.10], [0.04, 0.04, 0.14], [0.13, -0.18, -0.04], [0.23, 0.73, -0.41]],
  "lumo_energy_ev": [-0.451, -0.451],
  "fmax_ha_per_bohr": 0.0169,
  "homo_energy_ev": [-9.2717, -9.2718],
  "multiplicity": 1,
  "energy_ev": -9807.6252
}

Entry 9:
{
  "formula": "C4H5NO2",
  "method": "ωB97M-V/def2-TZVPD",
  "species": ["O", "C", "C", "O", "N", "C", "C", "H", "H", "H", "H", "H"],
  "xyz": [[1.71782, 1.10548, 1.63267], [1.97059, 0.40692, 0.68428], [0.86716, -0.28108, -0.11314], [1.11914, -1.02300, -1.03256], [-0.40193, 0.05619, 0.33988], [-1.61983, -0.55663, -0.23765], [-1.53312, 0.83730, -0.73653], [2.99081, 0.19501, 0.31817], [-2.34852, -0.79248, 0.54080], [-1.33585, -1.42486, -0.83925], [-0.95207, 0.78397, -1.67105], [-0.47418, 0.69319, 1.11437]],
  "forces_ev_per_a": [[0.21, -0.32, -0.47], [0.03, 0.31, 0.44], [-0.15, -0.11, -0.31], [-0.21, 0.36, 0.50], [0.14, -0.12, -0.32], [-0.06, -0.01, 0.10], [-0.03, -0.21, -0.34], [-0.10, 0.05, 0.07], [0.12, 0.07, -0.15], [-0.09, 0.19, 0.07], [-0.08, -0.03, 0.01], [0.20, -0.17, 0.39]],
  "lumo_energy_ev": -1.019,
  "fmax_ha_per_bohr": 0.0127,
  "homo_energy_ev": -8.4790,
  "multiplicity": 1,
  "energy_ev": -9809.9172
}

Entry 10:
{
  "formula": "C4H5NO2",
  "method": "ωB97M-V/def2-TZVPD",
  "species": ["N", "C", "C", "C", "O", "C", "O", "H", "H", "H", "H", "H"],
  "xyz": [[-0.39110, -1.65010, 1.05691], [-0.08584, -0.53815, 0.33170], [1.04341, 0.00518, -0.13994], [0.68875, 1.25468, -0.89311], [-0.74135, 1.32907, -0.85524], [-1.22943, 0.29943, -0.13471], [-2.39925, 0.11224, 0.08121], [0.32031, -2.14838, 1.56326], [-1.34448, -1.72737, 1.37866], [2.06033, -0.34933, -0.02343], [0.99894, 1.24896, -1.94388], [1.07969, 2.16375, -0.42144]],
  "forces_ev_per_a": [[0.04, -0.12, -0.01], [0.06, 0.08, -0.12], [-0.12, -0.03, 0.07], [0.14, 0.02, -0.02], [-0.09, -0.02, 0.04], [-0.31, -0.11, 0.13], [0.47, 0.12, -0.09], [-0.10, 0.12, -0.05], [0.14, 0.04, -0.04], [-0.15, 0.07, 0.02], [-0.04, -0.05, 0.14], [-0.02, -0.11, -0.07]],
  "lumo_energy_ev": 0.922,
  "fmax_ha_per_bohr": 0.0095,
  "homo_energy_ev": -8.7775,
  "multiplicity": 1,
  "energy_ev": -9814.0951,
  "smiles": "NC1=CCOC1=O"
}